<one>
The following is a DFT calculation (wB97M-V/def2-TZVPD) of a cluster of 2 separate species, C4H9ClO2 in total.

Results
lowest unoccupied orbital energy = 0.5 eV
HOMO energy = -0.3664 Eh
gap between HOMO and LUMO = 10.478 eV

Each line ends with the Löwdin charge.
Atoms and positions in Å:
C (-0.892, -1.121, 1.538)  -0.11
Cl (-2.016, -0.985, -0.898)  0.57
H (1.324, 0.619, -2.468)  0.13
O (-2.267, 1.765, -0.093)  0.05
H (-0.341, -0.640, 2.312)  0.07
C (-0.879, -0.209, 0.330)  -0.64
C (-1.368, 1.197, 0.454)  -0.34
H (-0.401, -2.012, 1.242)  0.07
H (-0.720, 1.599, 1.243)  0.13
H (1.125, 1.473, -0.782)  0.11
H (-1.805, -1.319, 2.015)  0.07
H (2.843, 1.010, -1.496)  0.05
H (1.757, -1.371, -1.195)  0.15
C (1.835, 0.728, -1.374)  -0.13
O (1.719, -0.508, -0.643)  -0.21
H (0.085, -0.228, -0.184)  0.03



<two>
The following is a DFT calculation (wB97M-V/def2-TZVPD) of a cluster of 2 separate species, C4H9ClO2 in total.

Results
lowest unoccupied orbital energy (spin up / spin down) = -0.8 / -1.1 eV
HOMO energy (spin up / spin down) = -0.2740 / -0.2664 Eh
gap between HOMO and LUMO (spin up / spin down) = 6.627 / 6.194 eV

Each line ends with the Löwdin charge.
Atoms and positions in Å:
O (0.348, -1.656, 0.529)  -0.07
C (-0.591, -0.986, -0.085)  -0.70
C (0.375, 2.382, -0.394)  -0.38
H (0.220, -1.433, -1.935)  0.10
H (0.074, -1.226, 2.499)  0.10
H (0.317, 2.470, -1.551)  0.06
O (0.874, 1.259, 0.197)  -0.35
H (1.632, -1.965, 2.085)  0.13
H (-0.871, 2.470, -0.216)  0.07
H (1.180, -0.137, 1.604)  0.08
H (-1.101, -0.076, -1.838)  0.11
Cl (-1.815, -0.159, 0.726)  0.85
H (-1.573, -1.908, -1.647)  0.12
C (0.875, -1.200, 1.688)  -0.12
H (0.818, 3.292, -0.096)  0.03
C (-0.763, -1.129, -1.565)  -0.03



Most stable pick: <one>. Distance to second place: 2.966 eV.



<one>
The following is a DFT calculation (wB97M-V/def2-TZVPD) of a cluster of 2 separate species, C3H11N2 in total.

Results
lowest unoccupied orbital energy = -9.1 eV
HOMO energy = -0.5440 Eh
total charge = +1
gap between HOMO and LUMO = 5.713 eV

Each line ends with the Löwdin charge.
Atoms and positions in Å:
H (-2.637, 3.537, 4.011)  0.13
H (10.919, -5.895, -27.503)  0.00
H (-0.835, -0.398, 2.104)  0.13
H (0.280, -0.396, 3.394)  0.14
C (-1.220, 2.098, 3.706)  -0.14
C (-2.150, -0.008, 4.992)  -0.04
H (-0.981, 2.384, 2.656)  0.15
C (-1.600, 0.533, 3.690)  -0.43
H (-2.932, 0.674, 5.307)  0.07
H (-1.333, 0.117, 5.729)  0.10
H (-2.468, 0.579, 3.028)  0.14
N (-0.729, -0.448, 3.142)  0.14
H (10.800, -6.552, -27.793)  0.00
H (-0.321, 2.266, 4.327)  0.20
N (-2.382, 2.577, 4.242)  0.32
H (-2.413, -1.066, 4.969)  0.10



<two>
The following is a DFT calculation (wB97M-V/def2-TZVPD) of a cluster of 2 separate species, C3H11N2 in total.

Results
lowest unoccupied orbital energy = -3.2 eV
HOMO energy = -0.5612 Eh
total charge = +1
gap between HOMO and LUMO = 12.069 eV

Each line ends with the Löwdin charge.
Atoms and positions in Å:
H (-1.709, 0.579, 0.699)  0.09
C (0.421, 1.216, 1.081)  -0.22
H (0.251, -0.789, 1.358)  0.15
N (0.926, -0.185, 0.888)  0.13
H (0.585, 1.433, 2.135)  0.12
H (-0.189, -0.349, -2.344)  0.08
H (0.657, -0.471, -0.131)  0.07
H (-1.162, 1.745, -0.341)  0.08
C (-1.010, 1.420, 0.690)  -0.09
H (1.090, 1.925, 0.587)  0.13
C (-0.115, -2.143, -1.824)  -0.01
H (-0.033, -2.401, -2.881)  0.10
N (-0.035, -0.909, -1.516)  0.02
H (-0.105, -2.897, -1.042)  0.08
H (-1.411, 2.185, 1.354)  0.09
H (1.838, -0.357, 1.285)  0.16



<three>
The following is a DFT calculation (wB97M-V/def2-TZVPD) of the ion C3H11N2 with charge +1.

Results
lowest unoccupied orbital energy = -3.2 eV
HOMO energy = -0.5210 Eh
total charge = +1
gap between HOMO and LUMO = 10.946 eV

Each line ends with the Löwdin charge.
Atoms and positions in Å:
H (1.139, -1.149, 1.450)  0.13
H (-2.526, 0.249, -0.069)  0.17
H (-1.154, 0.213, -1.008)  0.12
H (0.698, 1.942, -1.214)  0.08
H (0.517, -1.673, 0.036)  0.13
H (-1.158, -0.811, 1.864)  0.14
C (0.598, -0.729, 0.598)  -0.19
N (0.629, 0.947, -1.215)  0.00
H (-0.746, 0.766, 1.378)  0.13
N (-1.653, -0.243, -0.224)  0.18
C (-0.790, -0.259, 1.001)  -0.15
H (2.319, -0.068, -0.536)  0.12
H (1.728, 1.126, 0.553)  0.13
C (1.394, 0.327, -0.109)  -0.24
H (-1.869, -1.221, -0.394)  0.17
H (0.873, 0.583, -2.113)  0.09



Most stable pick: <three>. Distance to second place: 0.858 eV.



<one>
The following is a DFT calculation (wB97M-V/def2-TZVPD) of the ion C3H11N2 with charge +1.

Results
lowest unoccupied orbital energy = -3.1 eV
HOMO energy = -0.5288 Eh
total charge = +1
gap between HOMO and LUMO = 11.245 eV

Each line ends with the Löwdin charge.
Atoms and positions in Å:
H (-1.274, 1.754, 0.340)  0.16
H (-0.033, 0.989, 2.135)  0.13
H (1.038, 1.291, -0.078)  0.12
H (0.099, -0.237, -2.415)  0.11
C (1.051, 0.292, 0.366)  -0.18
H (1.884, -0.780, -1.210)  0.12
H (-2.330, 0.677, 0.939)  0.16
N (-1.393, 0.766, 0.551)  0.16
N (-0.217, -0.615, -1.523)  -0.01
H (-0.797, -1.358, -1.897)  0.10
C (-0.146, 0.263, 1.339)  -0.11
H (-1.243, 0.146, -0.293)  0.10
H (1.919, 0.223, 1.016)  0.13
H (0.813, -1.786, -0.148)  0.13
H (-0.316, -0.791, 1.539)  0.13
C (0.944, -0.834, -0.662)  -0.24



<two>
The following is a DFT calculation (wB97M-V/def2-TZVPD) of a structure of composition C3H11N2.

Results
lowest unoccupied orbital energy = -3.4 eV
HOMO energy = -0.5527 Eh
total charge = +1
gap between HOMO and LUMO = 11.615 eV

Each line ends with the Löwdin charge.
Atoms and positions in Å:
H (0.855, -1.365, -0.571)  0.07
H (0.864, 1.108, -2.005)  0.15
N (-0.786, 0.317, 0.556)  -0.13
H (0.598, -0.622, 1.775)  0.10
H (-2.628, 0.103, -0.561)  0.12
H (2.115, -1.007, -1.765)  0.08
C (1.139, -0.737, -1.416)  -0.07
C (-1.980, -0.073, 0.352)  0.04
H (-1.039, -0.156, 2.604)  0.09
H (0.451, -0.927, -2.248)  0.10
N (1.121, 0.740, -1.056)  0.02
C (-0.219, 0.116, 1.922)  -0.04
H (-2.591, -0.461, 1.206)  0.11
H (0.238, 1.091, 2.144)  0.10
H (-0.009, 0.794, -0.472)  0.12
H (1.871, 1.078, -0.464)  0.13



Most stable pick: <one>. Distance to second place: 1.358 eV.



<one>
The following is a DFT calculation (wB97M-V/def2-TZVPD) of a cluster of 2 separate species, C3H11N2 in total.

Results
lowest unoccupied orbital energy = -4.2 eV
HOMO energy = -0.5552 Eh
total charge = +1
gap between HOMO and LUMO = 10.916 eV

Each line ends with the Löwdin charge.
Atoms and positions in Å:
C (-0.571, -2.236, 0.737)  -0.16
H (1.013, 0.928, -1.533)  0.06
H (0.019, 3.257, -0.729)  0.07
H (-2.329, -2.095, -0.223)  0.15
H (-0.335, -0.448, -0.298)  0.11
H (-0.035, -2.788, 1.505)  0.17
H (2.152, 2.210, -1.135)  0.08
H (-0.762, 1.850, -0.098)  0.06
N (-1.817, -2.557, 0.520)  0.21
H (1.871, 0.952, -0.011)  0.06
C (1.353, 1.588, -0.736)  -0.19
C (0.209, 2.360, -0.146)  -0.17
H (0.382, 2.739, 0.861)  0.07
H (1.077, -1.337, -0.010)  0.14
H (-2.303, -3.145, 1.182)  0.15
N (0.075, -1.278, 0.113)  0.20



<two>
The following is a DFT calculation (wB97M-V/def2-TZVPD) of a cluster of 2 separate species, C3H11N2 in total.

Results
lowest unoccupied orbital energy = -4.1 eV
HOMO energy = -0.5406 Eh
total charge = +1
gap between HOMO and LUMO = 10.569 eV

Each line ends with the Löwdin charge.
Atoms and positions in Å:
N (-0.526, 0.830, -0.442)  -0.13
H (0.830, -1.271, 2.096)  0.09
C (0.942, -1.430, 1.036)  -0.10
H (-0.912, -0.878, -1.747)  0.08
H (-2.154, 0.337, -1.604)  0.09
H (-0.110, -1.542, 0.675)  0.10
H (-0.668, 1.200, 1.465)  0.08
N (1.666, -0.333, 0.435)  0.04
H (0.823, 0.314, -0.157)  0.11
H (1.417, -2.378, 0.938)  0.09
H (-0.640, 0.597, -2.632)  0.07
C (-1.348, 1.068, 0.601)  0.06
H (-2.436, 1.559, 0.583)  0.15
H (2.389, -0.671, -0.225)  0.16
H (2.202, 0.158, 1.177)  0.16
C (-1.048, 0.211, -1.724)  -0.06



Most stable pick: <one>. Distance to second place: 1.936 eV.



<one>
The following is a DFT calculation (wB97M-V/def2-TZVPD) of an isolated molecule of C6H13N.

Results
lowest unoccupied orbital energy = -2.4 eV
HOMO energy = -0.2563 Eh
gap between HOMO and LUMO = 4.576 eV

Each line ends with the Löwdin charge.
Atoms and positions in Å:
H (-0.784, -1.537, 2.114)  0.07
H (-2.835, -0.762, 0.931)  0.06
H (1.636, -0.345, 0.062)  0.14
H (-2.746, -2.461, 0.866)  0.08
H (2.294, 3.116, -0.686)  0.06
H (-1.006, 0.727, 0.300)  0.10
H (1.676, 2.466, 0.900)  0.10
C (-2.177, -1.527, 0.585)  -0.17
H (-0.411, -1.303, -0.781)  0.00
C (-0.295, 0.132, 0.818)  -0.14
C (0.745, 0.123, -0.360)  -0.45
H (0.237, 0.794, 1.534)  0.11
C (2.019, 2.202, -0.162)  -0.19
C (0.104, -0.669, -1.487)  -0.07
H (3.053, 1.822, -0.047)  0.08
H (-0.499, 0.042, -2.035)  0.09
H (0.861, -1.294, -2.038)  0.10
H (-2.281, -1.565, -0.596)  0.11
N (1.186, 1.372, -0.997)  0.01
C (-0.776, -1.333, 1.080)  -0.10



<two>
The following is a DFT calculation (wB97M-V/def2-TZVPD) of an isolated molecule of C6H13N.

Results
lowest unoccupied orbital energy = 1.0 eV
HOMO energy = -0.3298 Eh
gap between HOMO and LUMO = 9.972 eV

Each line ends with the Löwdin charge.
Atoms and positions in Å:
H (-0.846, -2.883, -1.415)  0.04
C (0.499, 1.310, 1.509)  -0.30
C (-1.235, -0.909, -0.456)  -0.12
C (0.079, 1.129, 0.136)  -0.20
C (1.142, -0.932, -1.232)  -0.06
H (0.797, 1.516, -0.584)  0.11
N (0.677, 2.630, 2.272)  -0.04
H (1.442, 2.649, 2.923)  0.04
C (-1.675, -2.204, -1.194)  -0.10
H (0.777, 3.423, 1.549)  0.09
H (-2.105, -2.882, -0.318)  0.11
H (1.015, -2.010, -1.460)  0.07
H (-0.228, 0.890, 2.233)  0.12
H (-2.163, -0.491, -0.017)  0.11
H (1.182, -0.477, -2.204)  0.07
H (-2.280, -2.206, -2.068)  0.05
H (-0.766, 1.755, 0.073)  0.10
H (2.212, -0.822, -0.908)  0.09
H (1.491, 0.852, 1.565)  0.11
C (-0.016, -0.339, -0.407)  -0.25



<three>
The following is a DFT calculation (wB97M-V/def2-TZVPD) of an isolated molecule of C6H13N.

Results
lowest unoccupied orbital energy = 1.1 eV
HOMO energy = -0.2908 Eh
gap between HOMO and LUMO = 8.968 eV

Each line ends with the Löwdin charge.
Atoms and positions in Å:
H (1.235, 0.675, -2.303)  0.06
H (0.289, 2.175, -0.386)  0.08
H (2.317, -0.697, -2.151)  0.07
C (-1.980, -0.146, 0.485)  -0.02
H (2.382, 0.605, -0.951)  0.08
H (-0.753, 1.465, -1.642)  0.08
H (-1.582, 0.574, 1.320)  0.14
H (-0.252, -2.311, 1.047)  0.08
H (-2.842, 0.113, -0.173)  0.10
H (1.338, 0.328, 0.924)  0.14
C (1.690, 0.000, -1.568)  -0.15
H (1.375, -2.035, 1.675)  0.08
C (-0.646, 1.649, -0.570)  -0.06
N (0.663, -0.725, -0.807)  -0.02
H (-0.009, -1.231, 2.455)  0.08
C (-0.619, 0.269, 0.042)  -0.37
H (-1.478, 2.312, -0.275)  0.09
C (0.589, -0.384, 0.571)  -0.46
C (0.407, -1.562, 1.498)  -0.06
H (-2.165, -1.086, 1.007)  0.07



Most stable pick: <two>. Distance to second place: 0.840 eV.



<one>
The following is a DFT calculation (wB97M-V/def2-TZVPD) of a cluster of 2 separate species, C6H13N in total.

Results
lowest unoccupied orbital energy = 0.9 eV
HOMO energy = -0.2819 Eh
gap between HOMO and LUMO = 8.609 eV

Each line ends with the Löwdin charge.
Atoms and positions in Å:
H (-2.992, 0.384, -1.236)  0.11
H (2.988, 0.731, 0.996)  0.02
C (-2.080, 0.855, -0.882)  -0.02
H (-2.517, -1.392, 0.712)  0.08
C (-1.996, -0.635, 1.306)  -0.05
C (3.098, -0.300, 0.646)  -0.07
C (-1.474, 0.469, 0.428)  -0.32
H (0.526, 0.750, -2.228)  0.11
H (0.895, 1.262, -0.521)  0.10
H (3.656, -0.888, 1.376)  0.02
H (-0.932, 1.259, 0.949)  0.14
H (2.105, -0.746, 0.512)  -0.05
N (-0.856, 0.047, -0.801)  -0.18
H (0.673, -1.543, -1.679)  0.03
H (-1.935, 1.888, -1.201)  0.11
H (3.627, -0.301, -0.313)  0.02
H (-2.674, -0.254, 2.076)  0.08
C (0.475, 0.485, -1.167)  -0.25
C (0.550, -0.951, -0.757)  0.02
H (-1.139, -1.120, 1.785)  0.08



<two>
The following is a DFT calculation (wB97M-V/def2-TZVPD) of an isolated molecule of C6H13N.

Results
lowest unoccupied orbital energy = 1.1 eV
HOMO energy = -0.2799 Eh
gap between HOMO and LUMO = 8.707 eV

Each line ends with the Löwdin charge.
Atoms and positions in Å:
N (-0.565, 0.040, -0.622)  -0.22
C (-1.179, -0.952, 0.241)  -0.19
H (-0.872, 1.317, 1.604)  0.12
C (0.466, 0.787, 0.050)  -0.38
C (0.011, 0.682, 1.515)  -0.14
H (-0.438, -0.740, -2.565)  0.08
H (-1.111, -1.964, -0.174)  0.11
C (-0.410, -0.798, 1.538)  -0.17
H (-2.255, -0.780, 0.306)  0.11
C (-0.855, 0.116, -2.017)  -0.09
H (0.831, 0.903, 2.193)  0.11
H (-0.889, -1.136, 2.446)  0.10
H (0.446, 1.829, -0.255)  0.13
H (0.529, -1.348, 1.426)  0.11
C (1.927, 0.303, -0.193)  -0.04
H (-1.943, 0.129, -2.172)  0.08
H (2.424, -0.039, 0.704)  0.06
H (1.892, -0.505, -0.924)  0.07
H (2.496, 1.093, -0.687)  0.07
H (-0.505, 1.065, -2.414)  0.08



Most stable pick: <two>. Distance to second place: 4.765 eV.